The following is a quantum chemistry calculation of a 5-piece molecular cluster, C49H110N6O13 overall, from the Open Molecules 2025 dataset.

Computed properties:
- lowest unoccupied orbital energy (eV) = 0.4
- DFT total energy (a.u.) = -3239.42214
- Kohn-Sham gap (eV) = 9.08
- F_max (eV/Å) = 1.0

Structure (ORCA input):
```
! RIJCOSX wB97M-V def2-TZVPD def2/J DEFGRID3
* xyz 0 1
C 5.9637 -1.1906 6.0431
C 5.3102 -0.2857 4.9980
C 4.0252 -0.8677 4.4096
C 3.6004 -0.1948 3.1084
N 2.9395 1.0727 3.4188
C 2.6400 2.1636 2.4846
N 1.3539 2.1951 1.8590
C 0.9185 0.9188 1.2655
C 0.1273 1.1151 -0.0333
O 2.7161 3.3230 3.3683
C 4.0401 3.5300 3.5579
O 4.5190 4.1655 4.4240
O 4.7749 2.8868 2.5950
C 3.8181 2.5764 1.5539
C 4.3347 1.5905 0.5053
C 5.8421 1.3172 0.5058
C 6.1653 -0.0353 -0.1245
C 7.6389 -0.4082 0.0185
C 8.0402 -1.6205 -0.8389
C 8.8818 -1.2563 -2.0624
C 8.1820 -0.2538 -2.9785
C 8.9878 0.0551 -4.2352
O 8.2057 0.5429 -5.3084
C 7.5078 1.7310 -5.0067
O 3.4431 3.7884 0.9951
C 4.0725 4.2873 -0.1705
C 5.5602 4.6230 0.0060
C 5.7496 6.1093 0.3317
C 6.4056 4.1773 -1.2089
C 6.4738 5.1245 -2.4152
C 5.2012 5.0506 -3.2704
C 7.7070 4.7664 -3.2501
H 5.5129 -1.0630 7.0287
H 5.8943 -2.2428 5.7580
H 7.0227 -0.9501 6.1525
H 6.0204 -0.0935 4.1862
H 5.0970 0.6859 5.4494
H 3.2158 -0.7513 5.1392
H 4.1640 -1.9376 4.2261
H 2.9797 -0.8865 2.5230
H 4.5026 0.0123 2.5411
H 2.0617 0.8800 3.8913
H 0.6839 2.4959 2.5598
H 0.3006 0.3614 1.9768
H 1.8019 0.3251 1.0513
H 0.5860 0.5260 -0.8287
H -0.9125 0.8245 0.0944
H 0.1730 2.1646 -0.3292
H 4.0104 1.9403 -0.4739
H 3.8344 0.6378 0.6512
H 6.2220 1.3490 1.5293
H 6.3581 2.0845 -0.0789
H 5.5557 -0.8171 0.3445
H 5.9140 -0.0058 -1.1915
H 7.8520 -0.6047 1.0727
H 8.2440 0.4573 -0.2736
H 8.5779 -2.3504 -0.2314
H 7.1318 -2.1141 -1.2048
H 9.0636 -2.1654 -2.6436
H 9.8488 -0.8560 -1.7395
H 7.2178 -0.6688 -3.2967
H 7.9674 0.6718 -2.4351
H 9.4490 -0.8636 -4.6035
H 9.7947 0.7705 -4.0185
H 8.0861 2.3796 -4.3368
H 6.5365 1.5296 -4.5407
H 7.3424 2.2643 -5.9425
H 3.4987 5.1893 -0.3923
H 3.9278 3.6186 -1.0260
H 5.9209 4.0778 0.8819
H 6.8009 6.3984 0.2642
H 5.1976 6.7416 -0.3680
H 5.4035 6.3282 1.3429
H 7.4183 3.9449 -0.8662
H 5.9889 3.2325 -1.5868
H 6.6024 6.1534 -2.0725
H 5.4207 5.2553 -4.3199
H 4.4336 5.7567 -2.9471
H 4.7686 4.0467 -3.2339
H 7.7212 3.6917 -3.4611
H 8.6238 4.9845 -2.6979
H 7.7309 5.3098 -4.1954
C -7.2108 -0.5540 1.0418
O -6.9302 0.1483 2.2388
C -6.8924 -0.6522 3.4113
C -5.4868 -0.7448 3.9633
N -4.6276 -1.5014 3.0678
C -3.2089 -1.4816 3.3939
C -2.4818 -0.1439 3.3616
O -2.3462 0.4052 2.0621
C -3.4523 1.1538 1.5922
H -7.3949 0.1919 0.2736
H -6.3779 -1.1970 0.7313
H -8.1086 -1.1701 1.1462
H -7.2882 -1.6509 3.2010
H -7.5358 -0.1813 4.1597
H -5.5205 -1.2497 4.9342
H -5.1318 0.2811 4.1395
H -4.7587 -1.1632 2.1229
H -2.6987 -2.1493 2.6959
H -3.0792 -1.9214 4.3884
H -1.4625 -0.3252 3.7153
H -2.9283 0.5970 4.0364
H -3.9578 1.6758 2.4095
H -4.1846 0.5330 1.0684
H -3.0689 1.8917 0.8871
C -6.1288 -8.6642 3.1450
O -5.2975 -8.7101 2.0058
C -5.8833 -8.2017 0.8147
C -5.2229 -6.9115 0.3822
N -5.5170 -5.8307 1.3092
C -4.7680 -4.6006 1.0879
C -3.2475 -4.6434 1.1917
O -2.7504 -4.8634 2.4974
C -2.6769 -6.2151 2.9026
H -5.6312 -9.2341 3.9277
H -6.2933 -7.6426 3.5064
H -7.1047 -9.1181 2.9451
H -6.9588 -8.0527 0.9540
H -5.7412 -8.9504 0.0308
H -5.6043 -6.6404 -0.6078
H -4.1470 -7.1109 0.2747
H -5.3528 -6.1526 2.2545
H -5.1210 -3.8595 1.8098
H -5.0210 -4.2213 0.0907
H -2.8788 -3.6563 0.8974
H -2.8048 -5.3688 0.4962
H -2.4409 -6.8742 2.0615
H -3.6050 -6.5637 3.3656
H -1.8802 -6.2910 3.6423
C 1.1983 -2.5405 -0.9835
O 1.0866 -1.6397 -2.0646
C 2.3110 -1.3316 -2.7190
C 2.3596 -1.9162 -4.1123
N 2.4400 -3.3671 -4.0697
C 2.2941 -4.0348 -5.3569
C 0.9846 -3.8606 -6.1174
O -0.1326 -4.4756 -5.5051
C -0.7805 -3.7150 -4.5065
H 0.2466 -2.5248 -0.4538
H 1.4017 -3.5671 -1.3081
H 1.9916 -2.2362 -0.2913
H 3.1594 -1.6867 -2.1239
H 2.3792 -0.2416 -2.7925
H 3.2482 -1.5286 -4.6217
H 1.4809 -1.5444 -4.6582
H 1.7380 -3.7192 -3.4317
H 2.4386 -5.1050 -5.1911
H 3.1099 -3.7028 -6.0083
H 1.1025 -4.3550 -7.0846
H 0.7642 -2.8050 -6.3214
H -0.7461 -2.6444 -4.7312
H -0.3509 -3.8739 -3.5126
H -1.8222 -4.0340 -4.4792
C -12.5718 4.7826 -2.4753
O -11.1974 5.0701 -2.6144
C -10.7000 6.0643 -1.7285
C -9.7561 5.4703 -0.7068
N -10.4624 4.6073 0.2258
C -9.6108 3.8370 1.1233
C -8.6346 2.8368 0.5177
O -9.2507 1.7156 -0.0920
C -9.6963 1.8978 -1.4207
H -12.8526 4.1476 -3.3137
H -12.7998 4.2530 -1.5431
H -13.1754 5.6952 -2.5068
H -11.5284 6.5785 -1.2310
H -10.1539 6.7977 -2.3278
H -9.2901 6.2877 -0.1469
H -8.9568 4.9531 -1.2565
H -11.0572 3.9748 -0.2938
H -10.2625 3.2872 1.8066
H -9.0344 4.5403 1.7342
H -8.0320 2.4295 1.3339
H -7.9420 3.3106 -0.1900
H -9.0528 2.5922 -1.9692
H -10.7259 2.2644 -1.4704
H -9.6633 0.9249 -1.9118
*
```